The following is a quantum chemistry calculation of the molecule C6H14O, from OMol25.

## Properties
LUMO energy: 1.18 eV
structure (SMILES): CCCOCCC

```
21
Properties=species:S:1:pos:R:3:mulliken_charge:R:1
O -0.037 -0.475 -0.010 -0.276
C -1.153 0.381 -0.064 -0.545
C -2.423 -0.450 -0.202 -0.221
C 2.336 -0.744 0.023 -0.195
C -3.636 0.258 0.394 -1.217
C 1.177 0.233 -0.049 -0.579
C 3.670 -0.025 -0.153 -1.214
H 1.234 0.953 0.788 0.293
H 3.817 0.733 0.627 0.321
H -2.596 -0.683 -1.260 0.283
H 4.512 -0.721 -0.105 0.350
H -3.548 0.330 1.484 0.322
H -1.054 1.072 -0.920 0.284
H -1.193 1.007 0.847 0.289
H 2.302 -1.272 0.984 0.264
H -4.563 -0.277 0.168 0.368
H 2.198 -1.500 -0.759 0.264
H -3.738 1.278 0.003 0.306
H -2.253 -1.406 0.307 0.267
H 3.712 0.486 -1.122 0.328
H 1.238 0.821 -0.982 0.307
```

The following is a quantum chemistry calculation of the molecule C6H14O, from OMol25.

## Properties
LUMO energy: 1.15 eV
structure (SMILES): CCCCCOC

```
21
Properties=species:S:1:pos:R:3:mulliken_charge:R:1
O -0.224 1.647 1.256 -0.332
C 0.518 -2.017 -0.583 -0.375
C -1.194 -0.100 -0.098 -0.625
C 1.937 -1.450 -0.741 -1.131
C -0.592 1.306 -0.072 -0.517
C 0.290 2.953 1.339 -0.722
C -0.578 -1.073 -1.130 -0.735
H 0.490 -2.974 -1.129 0.293
H 0.274 1.369 -0.751 0.343
H -2.280 -0.011 -0.251 0.356
H 0.542 3.156 2.384 0.252
H -1.394 -1.689 -1.518 0.335
H 2.705 -2.149 -0.379 0.349
H 1.204 3.096 0.737 0.289
H 2.052 -0.526 -0.157 0.245
H -0.455 3.690 1.003 0.299
H -1.071 -0.514 0.907 0.312
H 0.293 -2.221 0.478 0.287
H 2.182 -1.230 -1.792 0.312
H -0.163 -0.515 -1.985 0.392
H -1.325 2.042 -0.441 0.375
```

The following is a quantum chemistry calculation of a cluster of 2 separate species, C6H14O in total, from OMol25.

## Properties
LUMO energy: 0.67 eV
structure (SMILES): C=C(C)CCC.O

```
21
Properties=species:S:1:pos:R:3:mulliken_charge:R:1
O -1.524 5.145 -1.209 -0.653
C 0.464 -1.300 0.983 1.116
C -0.550 -0.656 -1.145 -0.163
C -0.316 -1.823 -0.171 -0.593
C 1.727 -0.920 0.861 -1.086
C 0.281 -2.080 2.283 -1.733
C 0.447 0.368 -1.227 -1.306
H -0.455 -1.590 2.879 0.326
H -0.223 -2.957 1.976 0.405
H -1.853 4.206 -1.338 0.312
H -2.409 5.501 -0.703 0.341
H -1.543 -0.284 -0.840 0.245
H 1.477 0.076 -1.445 0.231
H -0.703 -1.085 -2.259 0.223
H 1.112 -2.107 2.817 0.535
H 2.426 -0.854 0.024 0.268
H 0.355 -2.525 -0.881 0.213
H 2.227 -0.793 1.857 0.179
H 0.146 1.158 -1.901 0.368
H 0.532 0.822 -0.224 0.403
H -1.212 -2.266 0.204 0.370
```

The following is a quantum chemistry calculation of a cluster of 3 separate species, C6H14O in total, from OMol25.

## Properties
LUMO energy: -1.79 eV

```
21
Properties=species:S:1:pos:R:3:mulliken_charge:R:1
O 3.270 -0.276 -0.340 -0.616
C -0.660 0.663 -1.376 -1.162
C -2.878 -0.466 0.464 -1.233
C 2.128 -0.058 0.073 -0.428
C -0.401 -0.047 -0.020 0.236
C -1.503 -1.090 0.255 -0.645
C 0.922 -0.742 -0.179 -0.244
H -2.810 0.370 1.164 0.313
H 1.680 1.526 -0.369 0.217
H -1.168 -1.632 1.140 0.410
H -0.279 0.088 -2.225 0.323
H -0.092 1.598 -1.394 0.383
H 2.043 0.763 0.872 0.311
H -3.576 -1.162 0.929 0.363
H 4.564 1.517 2.028 0.120
H -1.583 -1.784 -0.587 0.271
H -3.290 -0.078 -0.464 0.323
H -1.733 0.796 -1.494 0.335
H -0.237 0.723 0.740 0.441
H 4.586 0.903 1.608 -0.128
H 1.017 -1.611 -0.826 0.410
```

The following is a quantum chemistry calculation of a structure of composition C6H14O, from OMol25.

## Properties
LUMO energy: 0.93 eV

```
21
Properties=species:S:1:pos:R:3:mulliken_charge:R:1
O 1.681 -1.124 1.023 -0.535
C -2.103 0.543 1.384 -1.180
C 1.367 -0.274 -0.068 0.631
C -1.049 -0.282 0.719 -0.056
C 2.554 0.613 -0.417 -1.424
C -1.634 -0.867 -1.465 -1.175
C 0.150 0.539 0.347 -0.983
H -1.703 0.560 2.412 0.343
H 0.405 1.080 1.272 0.432
H 2.312 1.307 -1.230 0.345
H -1.937 0.113 -1.839 0.283
H 2.858 1.190 0.463 0.332
H 1.100 -0.878 -0.949 0.014
H -0.057 1.326 -0.399 0.477
H -1.391 -1.078 -0.232 0.429
H 3.407 0.003 -0.738 0.397
H -2.203 1.598 1.078 0.285
H -2.412 -1.612 -1.643 0.364
H 2.446 -1.650 0.767 0.346
H -3.089 0.076 1.457 0.359
H -0.701 -1.182 -1.941 0.315
```

The following is a quantum chemistry calculation of a cluster of 3 separate species, C6H14O2 in total, from OMol25.

## Properties
net charge: -1
expectation value of S²: 0.75
LUMO energy (spin up / spin down): 3.51 / 3.42 eV
spin multiplicity: 2

```
22
Properties=species:S:1:pos:R:3:mulliken_charge:R:1
O -2.532 -2.350 -0.553 -0.980
O -1.786 -0.840 -2.741 -1.119
C 1.191 -0.671 1.710 -1.815
C -0.924 0.611 1.392 -1.462
C 1.079 1.369 0.221 0.478
C 1.837 0.615 -0.871 -1.575
C 0.975 2.692 0.163 -1.000
C 0.380 0.486 1.204 1.396
H -3.305 -2.933 -0.527 0.568
H -1.804 -1.471 -3.458 0.345
H -2.399 -1.155 -2.046 0.431
H 2.895 0.543 -0.617 0.315
H -1.528 1.477 1.171 0.222
H 1.735 1.194 -1.776 0.464
H -1.465 -0.132 1.975 0.407
H 1.185 -0.757 2.798 0.407
H -1.767 -2.605 -0.027 0.149
H 1.395 -0.354 -1.090 0.394
H 2.241 -0.658 1.513 0.383
H 1.393 3.302 -0.628 0.304
H 0.417 3.215 0.935 0.319
H 0.784 -1.580 1.254 0.368
```

The following is a quantum chemistry calculation of a cluster of 2 separate species, C6H14O2 in total, from OMol25.

## Properties
LUMO energy: 0.32 eV

```
22
Properties=species:S:1:pos:R:3:mulliken_charge:R:1
O -1.271 -0.210 1.084 -0.501
O -0.718 0.541 -1.002 -0.861
C -1.785 0.289 -0.185 0.396
C 2.002 -1.674 0.356 -1.333
C 1.717 -0.298 -0.203 0.283
C 1.203 2.089 0.133 -0.846
C -2.733 -0.731 -0.804 -1.314
C 1.624 0.822 0.628 -0.194
H 2.130 -0.110 -1.195 0.396
H -2.015 -0.377 1.674 0.258
H -3.098 -0.357 -1.761 0.320
H -2.335 1.226 0.034 0.324
H -2.191 -1.662 -0.976 0.299
H 3.072 -1.835 0.513 0.356
H 1.486 -1.817 1.307 0.295
H 1.510 0.643 1.695 0.243
H 1.653 2.410 -0.807 0.323
H 0.132 1.641 -0.310 0.328
H -3.592 -0.923 -0.154 0.377
H 0.448 -0.112 -0.554 0.197
H 1.108 2.888 0.860 0.315
H 1.654 -2.444 -0.334 0.340
```

The following is a quantum chemistry calculation of a cluster of 3 separate species, C6H14O2 in total, from OMol25.

## Properties
LUMO energy: -2.61 eV

```
22
Properties=species:S:1:pos:R:3:mulliken_charge:R:1
O -2.034 1.201 -0.947 -0.867
O -3.075 -0.224 0.694 -0.780
C 0.885 -0.090 -0.552 0.584
C 0.151 -0.386 0.707 0.216
C 1.906 -0.445 0.435 0.038
C 3.302 -0.076 0.076 -1.134
C 0.508 -1.068 -1.668 -1.308
C -0.415 0.673 1.521 -1.344
H 1.341 -1.127 -2.381 0.386
H -3.525 -0.861 0.180 0.224
H -1.080 1.280 0.854 0.283
H -2.499 2.025 -1.130 0.151
H -2.566 0.544 0.057 0.379
H 0.329 1.297 2.034 0.374
H 0.004 -1.406 1.045 0.347
H 3.283 0.606 -0.758 0.371
H -0.331 -0.707 -2.257 0.312
H 0.437 -2.039 -1.200 0.307
H 1.008 0.992 -0.686 0.413
H 3.946 -0.953 0.024 0.335
H 3.727 0.526 0.893 0.355
H -1.072 0.313 2.310 0.357
```

The following is a quantum chemistry calculation of a structure of composition C6H14O2, from OMol25.

## Properties
LUMO energy: -3.92 eV

```
22
Properties=species:S:1:pos:R:3:mulliken_charge:R:1
O -1.052 0.927 1.277 -0.604
O -0.371 -1.787 -1.590 -0.718
C 0.542 -0.889 1.562 -0.619
C 1.177 0.908 -0.174 -0.155
C -0.989 -0.394 1.317 -0.267
C 0.295 1.062 -1.208 0.046
C -0.889 2.077 -1.013 -1.051
C 1.476 -0.517 0.315 -0.458
H 0.779 -0.144 2.346 0.334
H -0.649 3.013 -0.741 0.457
H 0.759 -1.949 1.807 0.405
H 1.419 1.774 0.513 0.327
H -0.052 0.277 -1.953 0.286
H 1.663 -4.158 -1.349 0.204
H -1.110 -2.063 -2.042 0.146
H 1.097 -1.198 -0.443 0.224
H -1.607 -0.803 2.118 0.411
H 0.999 -3.754 -1.378 -0.235
H 2.529 -0.550 0.459 0.404
H -1.508 2.128 -1.900 0.339
H -1.304 -0.801 0.393 0.232
H -1.305 1.631 -0.126 0.290
```

The following is a quantum chemistry calculation of a cluster of 3 separate species, C6H14O2 in total, from OMol25.

## Properties
LUMO energy: 0.51 eV

```
22
Properties=species:S:1:pos:R:3:mulliken_charge:R:1
O 1.491 0.483 1.334 -0.663
O -2.054 1.004 -1.674 -0.483
C -2.104 0.379 -0.435 -0.687
C 2.552 0.928 0.570 -0.659
C -0.543 -1.668 1.003 -1.510
C -0.250 -0.517 0.091 2.043
C -0.313 0.793 0.573 -1.287
C 0.397 -0.824 -1.223 -1.509
H -0.015 1.620 -0.062 0.377
H 3.185 0.099 0.194 0.191
H 1.452 -1.047 -1.042 0.343
H 3.226 1.594 1.138 0.246
H -1.859 1.942 -1.557 0.351
H -2.497 -0.625 -0.568 0.450
H 0.411 -2.038 1.385 0.358
H -2.698 0.904 0.315 0.341
H -0.057 -1.700 -1.692 0.413
H 0.342 0.022 -1.906 0.343
H 2.242 1.511 -0.327 0.205
H -1.146 -1.366 1.860 0.381
H -0.723 0.991 1.552 0.342
H -1.038 -2.485 0.471 0.412
```

The following is a quantum chemistry calculation of a cluster of 3 separate species, C6H14O2P in total, from OMol25.

## Properties
net charge: -1
LUMO energy: 3.31 eV

```
23
Properties=species:S:1:pos:R:3:mulliken_charge:R:1
P 3.577 1.466 -1.423 -0.378
O 2.359 2.299 -1.776 -0.527
O 0.138 4.567 -0.802 -0.680
C 3.312 -0.179 -1.740 -0.268
C -0.642 -0.249 0.594 0.022
C 0.037 1.028 0.260 -0.850
C -2.390 -1.659 1.694 -1.181
C -1.705 -0.367 1.373 -0.094
C 2.098 -0.814 -2.336 -0.712
H -3.449 -1.602 1.438 0.296
H -1.941 -2.481 1.142 0.295
H 4.140 -0.843 -1.497 0.334
H -2.141 0.513 1.832 0.308
H 1.579 -1.467 -1.622 0.081
H 2.349 -1.428 -3.211 0.311
H 1.110 0.957 0.436 0.206
H 0.164 4.092 0.033 0.314
H 0.785 4.092 -1.347 0.369
H -0.216 -1.134 0.139 0.156
H -0.376 1.854 0.836 0.208
H -2.319 -1.877 2.761 0.284
H 1.408 -0.031 -2.650 0.213
H -0.067 1.247 -0.803 0.294
```

The following is a quantum chemistry calculation of the molecule C6H14O3, from OMol25.

## Properties
LUMO energy: 0.78 eV
structure (SMILES): CC[C@@](C)(O)[C@H](O)CO

```
23
Properties=species:S:1:pos:R:3:mulliken_charge:R:1
O -1.984 0.469 -1.960 -0.542
O -1.953 -0.867 0.596 -0.605
O 0.173 -1.046 -0.982 -0.619
C 1.001 1.186 -0.510 -1.797
C 0.897 -0.627 1.255 -0.573
C 0.228 -0.027 0.005 0.994
C -1.970 1.143 -0.719 -0.834
C -1.242 0.332 0.373 -0.223
C 2.246 -1.278 0.973 -1.256
H 2.999 -0.537 0.715 0.298
H -1.489 -1.549 0.080 0.505
H 2.152 -1.981 0.151 0.303
H 0.951 2.000 0.209 0.324
H -2.520 -0.326 -1.845 0.336
H -2.995 1.329 -0.375 0.357
H 0.598 1.523 -1.461 0.449
H 1.009 0.166 1.997 0.335
H 2.587 -1.813 1.856 0.403
H 0.224 -1.380 1.668 0.376
H -1.267 0.912 1.302 0.481
H -1.480 2.102 -0.886 0.395
H 2.042 0.915 -0.665 0.453
H -0.209 -0.646 -1.778 0.441
```